1.
Formula: C25H50IrNO3PSSi
Source: the Open Molecules 2025 dataset
Level of theory: wB97M-V/def2-TZVPD

Geometry as XYZ:
```
83
Properties=species:S:1:pos:R:3:forces:R:3
C 0.356317 3.379156 -3.264145 -1.59 0.48 -0.16
C -0.923581 2.964529 -2.888183 1.16 2.55 -1.56
C -1.068323 1.830414 -2.112062 -1.24 -0.74 0.70
C 0.037779 1.091721 -1.678811 1.52 0.06 -0.53
C 1.335929 1.525522 -2.027088 -1.46 -1.18 1.23
C 1.489092 2.672319 -2.811601 0.72 0.59 -1.02
C -2.475127 1.416664 -1.802722 -0.19 -0.66 0.24
C -2.646530 -0.025792 -1.368599 -0.29 -0.49 -0.12
N -1.915402 -1.056925 -2.191082 -3.61 0.61 -2.01
Ir -0.300680 -0.655030 -0.650809 -0.73 0.31 1.31
C 2.525994 0.758415 -1.563055 0.00 -0.36 0.08
P 1.907722 -0.899390 -0.944929 3.67 0.34 -0.94
H -1.854408 3.495407 -3.170516 0.94 -0.10 -0.07
H 2.520988 2.936432 -3.137912 -0.97 0.09 0.23
H 0.478171 4.239987 -3.917294 0.01 -0.12 0.20
H 3.033261 1.315750 -0.749755 -0.08 -0.27 -0.35
H 3.222797 0.607935 -2.413510 -0.10 0.16 0.58
H -2.858082 1.991244 -0.932844 0.14 0.22 -0.55
H -3.147567 1.562674 -2.665386 0.31 0.53 0.38
H -2.325509 -0.156858 -0.297773 -0.28 0.02 -0.32
C 3.237700 -1.503991 0.104571 0.48 -0.45 -0.15
C 2.124413 -1.862605 -2.488759 -0.44 -0.27 0.06
H -3.709747 -0.281048 -1.315428 0.05 0.17 -0.18
C -1.702108 -0.681861 -3.654035 0.74 -0.36 0.16
C -2.722982 -2.339620 -2.178028 0.63 -0.64 0.42
H 0.397548 0.039258 1.144335 1.87 -1.33 0.05
H -2.307273 -1.345353 -4.318408 0.70 0.66 0.59
H -1.962877 0.358498 -3.884997 0.08 -0.37 0.19
H -0.612981 -0.811300 -3.855785 -0.81 -0.01 -0.11
H -3.026522 -2.648450 -3.191385 0.10 0.27 0.58
H -2.076825 -3.123001 -1.762423 -0.24 0.05 -0.15
H -3.606621 -2.265449 -1.532831 0.29 0.10 -0.19
H 3.172712 -2.125193 -2.652100 -0.10 0.15 0.08
H 1.537155 -2.771505 -2.345881 0.14 -0.13 -0.25
H 1.736123 -1.337407 -3.372706 0.06 -0.06 0.32
H 4.162765 -1.634818 -0.481287 -0.28 0.01 0.25
H 3.432233 -0.827759 0.934943 -0.10 -0.06 0.05
H 2.905474 -2.477942 0.479347 0.25 0.10 0.13
H -0.352835 -2.142039 -1.320353 0.24 -1.12 0.26
C -2.019487 -3.227806 3.648082 0.46 0.01 -0.09
C -2.013281 -1.752683 4.028219 0.02 -0.48 0.03
C -3.175300 -1.041305 3.348797 -0.27 0.42 0.02
C -2.073549 -1.598084 5.535800 0.01 0.27 0.37
O -0.696248 -1.256578 3.559723 -0.38 1.06 -0.05
Si -0.351809 0.343185 3.553938 -0.52 0.01 2.61
S -0.430023 0.964518 1.501106 -1.59 1.67 -0.53
O -1.499803 1.225743 4.334845 0.77 -0.68 -0.91
C -1.529179 2.513870 5.004674 0.12 0.11 0.18
C -1.707797 3.585259 3.943144 -0.22 0.18 0.02
C -2.726934 2.483501 5.937130 -0.35 0.09 0.08
C -0.252891 2.732560 5.802891 0.24 0.49 0.22
O 1.070124 0.764458 4.181420 0.89 -0.42 -0.70
C 2.535799 0.694352 3.949585 -0.78 -0.07 0.00
C 2.867568 1.550906 2.731439 -0.06 0.48 0.22
C 3.187686 1.300082 5.176128 -0.02 0.19 0.34
C 2.955999 -0.757281 3.783937 0.15 -0.10 0.14
H -2.946573 -3.704242 3.965517 -0.01 0.04 -0.04
H -1.184461 -3.729846 4.158324 -0.22 0.06 -0.29
H -1.908386 -3.335324 2.555905 -0.03 -0.05 0.38
H -4.106115 -1.580821 3.571236 0.26 0.11 -0.06
H -3.296825 -0.000999 3.692247 0.08 -0.49 -0.13
H -3.041001 -1.034457 2.262806 -0.01 -0.08 -0.03
H -1.221202 -2.109289 5.993519 -0.18 -0.03 -0.01
H -2.039857 -0.539367 5.841580 -0.09 -0.45 -0.18
H -3.007336 -2.035517 5.912663 0.25 0.06 -0.03
H -2.633473 3.402777 3.377919 0.28 0.04 0.07
H -1.790785 4.572724 4.415254 0.05 -0.21 -0.14
H -0.846539 3.600744 3.268731 -0.06 0.02 -0.04
H -2.609427 1.717416 6.708229 -0.03 0.01 -0.14
H -2.811720 3.448654 6.450887 0.00 -0.17 -0.12
H -3.664740 2.310013 5.386012 0.33 -0.02 0.16
H -0.070752 1.916208 6.516857 0.01 0.17 -0.35
H 0.610425 2.875975 5.143255 -0.21 -0.23 0.22
H -0.335986 3.660893 6.382313 -0.17 -0.18 -0.06
H 2.514100 2.584596 2.918918 0.19 -0.50 -0.22
H 3.950853 1.581182 2.562062 -0.19 -0.02 0.11
H 2.392386 1.177764 1.825329 -0.07 -0.04 -0.08
H 2.967254 0.716704 6.074265 -0.01 0.04 -0.14
H 4.272999 1.332438 5.045022 -0.10 -0.06 0.00
H 2.841853 2.326247 5.343735 0.05 -0.20 -0.08
H 2.801916 -1.323953 4.713260 -0.03 0.19 -0.30
H 2.424522 -1.269670 2.974619 -0.06 0.12 0.09
H 4.027701 -0.773737 3.554263 -0.12 -0.11 0.05
```
Positions in Å, forces in eV/Å.

E_LUMO (spin up / spin down) (eV): -6.12 / -10.33
Spin multiplicity: 6
Kohn-Sham gap (spin up / spin down) (hartree): 0.1961 / 0.1643
Relative energy (zero: lowest compared OMol25 entry of this formula, charge and spin) (kcal per mole): 0.00
Total charge: +2
Expectation value of S²: 8.78

2.
Formula: C25H51N5O2PSSbW
Source: the Open Molecules 2025 dataset
Level of theory: wB97M-V/def2-TZVPD

Geometry as XYZ:
```
87
Properties=species:S:1:pos:R:3:forces:R:3
W -1.532125 0.256751 -0.913809 3.09 9.38 0.47
O -2.925025 -0.724449 -1.431809 -4.36 -2.61 -1.06
O -1.808425 -0.805949 -2.318609 -0.73 -3.68 -4.97
C -1.526125 -0.959949 4.943091 0.59 -0.16 0.92
C -1.138125 0.338751 5.389091 0.07 -0.30 0.34
C 0.011775 1.027651 4.899891 0.42 -0.30 0.68
Sb -1.350325 0.407151 1.473091 -0.22 0.36 3.72
C -5.068825 -0.007949 1.329491 1.16 0.25 -0.40
C -4.884325 1.031951 0.324991 0.40 -0.42 -0.57
C -4.644725 -1.378449 1.132991 -0.05 -0.31 -0.52
C -2.433825 4.306551 1.333691 1.13 -0.30 -0.41
C -1.125325 4.048651 0.755091 -0.48 0.10 1.07
C -2.776425 3.929951 2.685991 -0.12 0.70 0.08
H -2.218425 -1.477049 5.598191 -0.11 -0.01 0.07
H -0.691525 -1.574249 4.622591 0.05 -0.10 -0.05
H -2.061525 -0.740349 4.005991 -0.31 0.42 -1.05
H -1.792325 0.857851 6.079791 -0.18 0.13 0.00
H 0.815775 0.360951 4.603991 0.13 -0.03 -0.02
H 0.343175 1.853351 5.521191 -0.01 0.08 0.05
H -0.327325 1.443151 3.939291 -0.41 0.12 -0.82
H -5.557125 0.255851 2.257591 -0.17 0.01 0.21
H -4.162925 0.721951 -0.457809 -0.83 0.39 0.66
H -4.606925 1.989951 0.771091 -0.12 -0.07 -0.04
H -5.842325 1.210751 -0.179009 -0.47 0.01 0.07
H -4.198525 -1.525449 0.145491 -0.02 -0.05 0.31
H -5.479825 -2.072049 1.269391 -0.33 0.01 0.13
H -3.934525 -1.662249 1.920691 -0.17 0.07 -0.03
H -3.182725 4.774451 0.707491 -0.18 0.05 -0.20
H -0.434025 3.635351 1.487191 0.03 -0.03 -0.17
H -0.714525 4.959451 0.309491 -0.12 0.19 -0.25
H -1.239225 3.350751 -0.101409 -0.21 -0.05 -0.04
H -1.933825 4.078851 3.364491 0.08 0.02 -0.04
H -2.934425 2.840151 2.715091 0.08 -0.41 -0.39
H -3.675825 4.421451 3.045891 -0.07 -0.04 0.05
N 0.088075 0.888551 -1.760009 -1.75 -1.03 1.03
P 1.067275 -0.280549 -1.434009 4.50 -1.65 -0.28
N 0.573175 -1.687549 -0.564209 -0.10 0.26 -0.85
C -0.699225 -2.428849 -0.470209 0.26 -0.10 0.07
C -0.676525 -3.276249 0.805391 -0.16 0.12 -0.14
C 0.323975 -4.428349 0.668891 0.03 -0.02 -0.17
C 1.399575 -4.047949 -0.347509 -0.06 0.11 0.10
C 1.724275 -2.565649 -0.226709 0.25 -0.06 0.14
N 1.922475 -0.881449 -2.785709 -0.85 0.49 1.64
C 1.302575 -1.890549 -3.625709 -0.21 -0.65 -0.30
C 0.888875 -1.329349 -4.983309 -0.10 -0.02 0.14
C 2.110275 -0.834249 -5.765909 0.01 0.00 0.07
C 3.216075 -0.382649 -4.805809 -0.04 0.02 0.05
C 2.607575 0.167751 -3.527209 0.32 0.62 -0.06
N 2.304975 0.363551 -0.479709 -1.22 -0.03 -0.88
C 3.630075 -0.173949 -0.218709 0.36 -0.49 -0.01
C 4.605175 0.922851 0.184891 -0.08 -0.01 0.02
C 4.138675 1.578151 1.489391 0.05 -0.03 -0.10
C 2.611475 1.742251 1.491391 -0.11 0.17 -0.18
C 2.067675 1.683251 0.072891 -0.47 0.49 0.15
H -0.853125 -3.088949 -1.337009 -0.23 0.33 0.05
H -1.584525 -1.762049 -0.406709 0.61 -1.02 0.36
H -1.678525 -3.660949 0.995891 -0.09 0.01 0.03
H -0.400225 -2.636349 1.646391 -0.06 0.10 0.00
H -0.176225 -5.343049 0.352191 -0.03 -0.02 0.06
H 0.784775 -4.623149 1.635891 0.01 -0.09 0.06
H 1.079175 -4.283449 -1.363609 0.03 0.02 -0.04
H 2.310175 -4.613849 -0.161209 0.08 -0.02 -0.07
H 2.548375 -2.329149 -0.897309 -0.01 -0.01 0.15
H 2.022575 -2.353349 0.805791 0.14 -0.02 -0.07
H 0.428775 -2.301449 -3.109309 0.12 -0.07 -0.08
H 2.026975 -2.702849 -3.768809 -0.18 -0.08 -0.01
H 0.192575 -0.504249 -4.801009 -0.03 -0.07 -0.08
H 0.356475 -2.097849 -5.544509 -0.07 0.05 0.02
H 1.812575 -0.007149 -6.409109 0.01 0.02 -0.06
H 2.494175 -1.620749 -6.412509 -0.01 -0.05 -0.08
H 3.829475 0.389951 -5.266409 0.08 -0.02 0.01
H 3.872575 -1.218849 -4.556209 0.05 0.02 0.00
H 1.905475 0.973251 -3.779509 0.05 0.08 -0.05
H 3.367575 0.599051 -2.872509 0.08 0.04 -0.11
H 3.985775 -0.718249 -1.099809 0.01 0.06 0.10
H 3.581575 -0.882549 0.616891 0.14 -0.07 -0.09
H 4.689975 1.667851 -0.608809 0.04 -0.05 -0.02
H 5.589875 0.476451 0.320991 0.02 0.03 -0.07
H 4.627775 2.544251 1.600791 0.03 0.04 0.07
H 4.441475 0.960051 2.334191 0.08 0.01 0.06
H 2.324075 2.690751 1.941491 -0.02 0.13 0.17
H 2.131175 0.944351 2.061391 -0.06 -0.08 0.08
H 2.544275 2.451051 -0.547009 0.05 0.09 0.03
H 0.985075 1.881451 0.022591 0.57 0.00 0.29
S -3.928325 3.998651 -2.706609 -0.50 0.64 -0.35
C -3.076025 2.850651 -2.088609 1.20 -1.46 1.08
N -2.411525 2.007951 -1.545909 -0.33 -0.17 0.31
```
Positions in Å, forces in eV/Å.

E_LUMO (spin up / spin down) (eV): -8.02 / -8.05
Kohn-Sham gap (spin up / spin down) (hartree): 0.1488 / 0.1470
Relative energy (zero: lowest compared OMol25 entry of this formula, charge and spin) (kcal per mole): 185.87
Total charge: +2

3.
Formula: C25H51O19Tl
Source: the Open Molecules 2025 dataset
Level of theory: wB97M-V/def2-TZVPD

Geometry as XYZ:
```
96
Properties=species:S:1:pos:R:3:forces:R:3
Tl 13.950480 -4.910360 -31.536500 -0.17 0.15 0.08
C 12.981920 -7.013230 -27.894850 -0.98 1.39 -4.39
O 13.354050 -6.239340 -28.999720 -0.33 -1.54 2.81
H 13.211520 -6.587260 -26.918160 0.59 0.71 0.84
H 11.904290 -7.137980 -28.000990 -0.23 -0.08 0.59
H 13.580090 -7.923490 -27.853340 0.83 -0.63 -0.01
C 20.619510 -5.662450 -32.398260 -0.69 -0.09 0.94
C 19.110190 -5.936510 -32.056650 0.34 1.81 -2.31
O 18.890910 -6.898190 -31.056730 -2.82 -0.73 2.28
C 17.635670 -6.924460 -30.409450 -0.25 -0.02 -0.41
O 16.630920 -6.222490 -30.624390 2.29 -1.06 0.01
O 17.639930 -7.916990 -29.480010 1.37 0.56 -2.06
C 16.503230 -8.209850 -28.709360 -0.18 0.52 1.51
H 21.235750 -6.498970 -32.068740 0.00 0.07 0.03
H 20.967530 -4.739540 -31.934340 0.06 -0.20 0.27
H 20.790350 -5.525050 -33.465980 -0.38 -0.20 0.00
H 18.667340 -6.179950 -33.022420 -0.28 -1.08 0.11
H 18.554340 -5.016720 -31.874650 0.32 0.20 0.77
H 16.721190 -9.048110 -28.047600 0.40 -0.36 -0.61
H 15.573640 -8.422420 -29.237360 0.25 0.29 -0.36
H 16.426680 -7.418700 -27.963490 -0.62 0.46 -0.17
C 12.459060 1.592600 -29.681810 0.66 0.36 -0.84
C 12.589840 0.088260 -29.890940 -0.69 0.15 -1.51
O 12.860570 -0.488590 -28.657560 1.06 -2.57 2.04
C 13.202860 -1.808190 -28.479380 -1.94 1.22 -2.11
O 13.296420 -2.655720 -29.371630 0.48 0.67 0.89
O 13.163490 -1.998010 -27.202650 0.47 -0.85 1.78
C 13.415000 -3.250880 -26.488810 -0.63 1.20 0.22
H 12.580250 2.066360 -30.655960 -0.15 0.03 -0.14
H 13.255230 2.034260 -29.082520 0.07 -0.38 0.17
H 11.508470 1.951610 -29.287370 -0.03 -0.53 0.11
H 13.293270 -0.294030 -30.630620 0.70 0.76 0.04
H 11.665950 -0.301400 -30.318370 -0.52 -0.08 0.40
H 13.140070 -4.136190 -27.062170 0.65 0.19 -0.28
H 12.729650 -3.210600 -25.642180 -0.21 0.11 -0.12
H 14.394900 -3.166810 -26.018880 0.24 -0.49 -0.67
C 11.297680 -12.012250 -27.429180 0.11 -0.10 1.64
C 11.678170 -10.717140 -28.175060 -2.20 -1.55 0.34
O 13.033120 -10.670610 -28.472590 2.29 1.80 0.04
C 13.548570 -11.094740 -29.627200 -1.19 -3.18 -1.46
O 12.958820 -11.928670 -30.311280 0.92 1.64 0.41
O 14.762300 -10.628450 -29.823290 1.09 1.52 0.76
C 15.659960 -11.059680 -30.880440 -1.50 -2.32 -1.39
H 10.245080 -12.289550 -27.372130 -0.16 0.30 -0.91
H 11.468850 -11.877020 -26.361230 0.41 0.31 0.19
H 11.869100 -12.921520 -27.615740 0.06 0.29 -0.84
H 11.479820 -9.868230 -27.520770 0.13 0.02 0.08
H 11.017600 -10.605230 -29.034850 0.42 0.02 -0.46
H 15.170200 -10.956630 -31.848740 -0.12 0.58 0.03
H 15.736050 -12.145930 -30.831730 0.14 -0.09 0.42
H 16.683480 -10.696200 -30.972000 -0.44 0.91 1.18
C 14.725730 -7.733460 -24.216020 0.56 -0.76 -0.36
C 15.748000 -6.739240 -24.728850 0.79 0.24 -0.36
O 16.961580 -7.436660 -25.177920 0.58 0.45 0.11
C 18.134970 -6.804680 -25.542250 1.32 0.07 -1.71
O 18.941630 -7.344450 -26.333370 -2.87 1.80 2.87
O 18.255560 -5.539440 -25.006230 -1.97 -2.32 -0.70
C 19.283840 -4.697210 -25.492930 1.32 -0.40 0.13
H 14.511770 -8.535940 -24.921950 0.21 0.04 -0.42
H 13.752100 -7.288370 -24.010960 0.25 0.33 0.39
H 15.141330 -8.270770 -23.363560 -0.28 0.30 0.30
H 15.972720 -5.967500 -23.992640 0.25 -0.19 0.11
H 15.401250 -6.198700 -25.609580 -0.32 0.17 -0.32
H 18.979760 -3.652850 -25.422570 -0.18 -0.27 0.11
H 19.575820 -4.963190 -26.508850 -0.14 0.04 0.03
H 20.115520 -4.916160 -24.823250 0.34 0.54 -0.26
C 8.836350 -3.301540 -33.331520 0.66 0.64 -0.60
C 10.084990 -2.626920 -32.678280 -3.40 -0.63 -0.54
O 9.800460 -2.581670 -31.282280 0.54 -1.11 1.10
C 10.240200 -3.574350 -30.501890 0.44 3.03 -0.14
O 11.135050 -4.314120 -30.719920 2.15 -2.62 -1.68
O 9.792350 -3.389140 -29.316360 -3.31 1.15 0.67
C 10.146970 -4.127090 -28.200990 0.54 0.24 0.86
H 7.881700 -2.827200 -33.104040 0.27 0.27 0.37
H 8.710020 -4.365920 -33.133460 0.40 -0.03 -0.07
H 9.006460 -3.095190 -34.388200 -0.27 -0.59 -0.31
H 9.951920 -1.573990 -32.926720 1.12 -0.13 -0.45
H 10.946330 -3.208420 -33.006980 0.40 0.67 0.52
H 11.213590 -3.921820 -28.109950 0.16 -0.73 0.59
H 9.855610 -5.177430 -28.204630 0.30 -0.04 -0.49
H 9.587860 -3.661050 -27.389640 0.25 0.01 0.08
C 10.474770 -10.985810 -32.460070 0.38 0.78 0.01
C 11.172200 -9.611790 -32.408780 -1.10 -1.26 0.51
O 10.486250 -8.875290 -31.366350 0.50 3.14 0.38
C 10.856070 -7.564110 -31.123900 0.30 -2.14 1.29
O 11.821160 -6.945280 -31.589920 -1.64 -1.21 0.49
O 10.127850 -7.063390 -30.099580 1.26 0.91 -0.89
C 9.336310 -7.806770 -29.186240 -1.45 -0.92 -0.61
H 10.811990 -11.534680 -31.580800 0.00 -0.33 -0.30
H 10.828780 -11.422900 -33.393740 -0.14 -0.49 0.21
H 9.385420 -10.955170 -32.438070 0.07 0.27 -0.26
H 11.061240 -9.052520 -33.337760 0.61 -0.08 0.10
H 12.153080 -9.871440 -32.010580 0.44 0.77 -0.69
H 9.921240 -8.294500 -28.406450 0.08 0.18 -0.09
H 8.715670 -8.544180 -29.695300 0.43 -0.33 -0.13
H 8.562010 -7.149590 -28.790410 0.56 0.42 0.26
```
Positions in Å, forces in eV/Å.

E_LUMO (eV): -12.57
Kohn-Sham gap (hartree): 0.0864
Relative energy (zero: lowest compared OMol25 entry of this formula, charge and spin) (kcal per mole): 0.00
Total charge: +2

> total charge of number 3 (C25H51O19Tl)?

+2

> Which of these has the highest relative energy (zero: lowest compared OMol25 entry of this formula, charge and spin)?

C25H51N5O2PSSbW

> total charge of number 1 (C25H50IrNO3PSSi)?

+2